# C21H27N3O4

The molecule C21H27N3O4 (wB97M-V/def2-TZVPD, the OMol25 dataset).

```
55
Properties=species:S:1:pos:R:3:forces:R:3:lowdin_charge:R:1
C 5.7046 1.0684 3.1695 -0.32 -0.08 -0.33 -0.067
C 4.7850 1.1368 1.9626 0.10 0.18 0.03 -0.256
H 5.3141 1.5510 1.0949 -0.08 -0.02 0.10 0.119
O 4.3300 -0.1744 1.6652 0.05 -0.12 0.06 -0.100
C 3.5720 -0.2619 0.4898 -0.57 -0.11 0.19 -0.409
O 4.3112 0.0598 -0.6515 0.14 0.10 -0.19 -0.090
C 5.4424 -0.7605 -0.9177 0.19 -0.05 -0.02 -0.257
C 6.3921 0.0160 -1.8164 -0.36 -0.16 0.25 -0.063
H 5.8735 0.3096 -2.7245 0.01 0.04 -0.14 0.078
H 6.7408 0.9138 -1.3129 0.06 0.08 0.04 0.072
H 7.2469 -0.6034 -2.0742 0.10 -0.04 -0.06 0.074
H 5.9338 -1.0278 0.0263 -0.05 -0.03 -0.13 0.125
H 5.1241 -1.6827 -1.4238 0.03 0.05 0.09 0.119
C 2.9531 -1.6660 0.4626 0.14 0.48 -0.21 -0.088
C 1.9785 -1.8327 -0.7015 0.28 -0.19 -0.02 -0.162
N 0.7738 -1.0647 -0.5039 0.08 -0.10 0.24 0.061
C 0.3638 -0.1001 -1.3626 -0.22 0.06 0.21 -0.457
O 0.9479 0.1741 -2.3903 0.19 0.15 -0.26 0.080
C -0.8472 0.6355 -0.8987 -0.09 0.64 -0.24 -0.066
C -0.8447 1.9910 -1.0196 0.45 -0.75 -0.12 0.002
N -1.8434 2.7904 -0.5634 -0.15 -0.23 0.06 -0.046
C -2.9781 2.3138 0.0830 -0.01 0.18 0.04 -0.349
O -3.8292 3.0894 0.5079 -0.16 0.00 0.07 0.030
C -3.0165 0.8784 0.1662 0.65 -0.42 -0.25 -0.052
C -2.0020 0.0422 -0.3170 -0.42 0.65 0.23 -0.042
C -2.4582 -1.2992 -0.1241 -0.38 -0.05 0.21 -0.093
C -1.9690 -2.5631 -0.4603 -0.07 -0.12 -0.02 -0.025
C -2.7142 -3.6719 -0.1298 0.17 -0.12 -0.08 -0.090
C -3.9430 -3.5543 0.5263 -0.11 0.08 0.05 -0.086
C -4.4664 -2.3219 0.8459 -0.15 -0.04 0.07 -0.010
C -3.7246 -1.1931 0.5084 0.45 -0.17 -0.18 -0.162
N -4.0394 0.1236 0.6777 0.08 0.04 -0.07 -0.030
C -5.2589 0.6091 1.2631 -0.46 0.15 0.22 -0.006
H -5.3462 0.2642 2.2959 -0.02 0.00 -0.02 0.099
H -5.2423 1.6969 1.2445 -0.04 -0.16 0.02 0.079
H -6.1202 0.2493 0.6959 0.00 0.00 0.03 0.099
H -5.4251 -2.2323 1.3331 -0.10 0.00 0.05 0.106
H -4.4958 -4.4486 0.7726 -0.06 -0.06 0.03 0.102
H -2.3499 -4.6553 -0.3867 0.04 -0.07 -0.03 0.100
H -1.0373 -2.6689 -0.9928 0.06 -0.04 -0.02 0.102
C -1.7206 4.2210 -0.7458 -0.11 0.50 0.03 -0.012
H -0.8343 4.5963 -0.2331 -0.02 -0.02 -0.01 0.099
H -2.6104 4.6838 -0.3201 0.17 -0.01 -0.09 0.087
H -1.6536 4.4628 -1.8068 0.01 -0.02 0.02 0.100
H -0.0092 2.4922 -1.4846 0.04 0.05 -0.04 0.142
H 0.2655 -1.2051 0.3551 -0.06 0.11 -0.07 0.142
H 2.4272 -1.4664 -1.6283 -0.04 -0.15 0.07 0.123
H 1.7255 -2.8938 -0.8153 0.06 0.09 -0.08 0.122
H 3.7531 -2.4018 0.3898 0.02 -0.08 0.05 0.118
H 2.4420 -1.8204 1.4142 0.03 -0.06 0.04 0.124
H 2.7696 0.4983 0.4955 0.17 -0.14 0.05 0.164
H 3.9164 1.7805 2.1711 0.10 -0.04 -0.05 0.125
H 5.1728 0.6448 4.0168 -0.02 -0.02 0.13 0.075
H 6.5615 0.4376 2.9498 0.12 -0.04 0.00 0.075
H 6.0514 2.0657 3.4255 0.06 0.09 0.06 0.074
```
Positions in Å, forces in eV/Å.

Calculated values
E_HOMO = -7.7 eV
SMILES = CCOC(CCNC(=O)c1cn(C)c(=O)c2c1c1ccccc1n2C)OCC



# C4H10F4N3P3

A cluster of 2 separate species, C4H10F4N3P3 in total at a distorted geometry (wB97M-V/def2-TZVPD, the OMol25 dataset).

```
24
Properties=species:S:1:pos:R:3:forces:R:3:lowdin_charge:R:1
C -0.0032 -2.9313 -0.3029 0.03 0.05 -0.07 -0.181
C -2.1318 3.3340 -1.6026 -0.09 0.11 0.24 -0.084
C 0.9611 -2.0251 -1.0513 0.28 0.18 0.17 -0.423
C -1.5268 2.7988 -2.6425 0.18 -0.19 -0.25 -0.087
N -0.0101 0.2017 0.2283 0.25 -0.02 0.17 -0.387
N 0.4062 0.5003 2.7045 0.05 -0.09 0.21 -0.449
N 1.7130 -1.1976 1.3947 0.09 -0.09 0.35 -0.517
F -0.0713 0.6032 4.0328 -0.14 -0.17 0.12 -0.165
F 2.7861 -2.1273 1.3408 0.04 0.07 -0.10 -0.156
F -1.7748 1.0001 1.7221 -0.02 -0.45 -0.08 -0.290
F 2.6822 1.0734 2.0217 0.15 -0.69 0.60 -0.338
P -0.7696 -0.2664 1.6707 -1.19 0.77 0.14 0.809
P 1.9626 -0.2051 2.7648 0.66 1.20 -0.45 0.896
P 1.5039 -0.4673 -0.2022 -0.18 -0.74 -1.09 0.874
H 0.4663 -3.3472 0.5852 -0.04 -0.02 0.07 0.059
H -0.8987 -2.3878 -0.0024 -0.04 -0.13 -0.03 0.018
H -0.3024 -3.7567 -0.9462 -0.08 -0.06 0.00 0.070
H -0.0657 1.2046 0.0785 0.05 0.04 0.05 0.038
H -1.7151 4.1717 -1.0679 0.12 0.16 0.07 0.045
H -3.0744 2.9607 -1.2367 -0.16 -0.10 0.03 0.046
H 0.5193 -1.6847 -1.9917 0.07 0.07 -0.06 0.068
H 1.8731 -2.5752 -1.3054 -0.01 0.09 -0.07 0.067
H -0.5819 3.1618 -3.0168 0.12 0.14 0.01 0.044
H -1.9479 1.9616 -3.1755 -0.13 -0.14 -0.06 0.043
```
Positions in Å, forces in eV/Å.

Calculated values
E_HOMO = -9.2 eV
SMILES = CCP1NP(F)N(F)P(F)N1F.C=C



Calculated energy relative to the best compared isomer or geometry (same formula, charge and spin) in order - 14.49; 170.17 kcal/mol